1.
This record from OMol25 describes a single C23H28N2O6 molecule. The level of theory is ωB97M-V/def2-TZVPD.

XYZ file:
```
59
Properties=species:S:1:pos:R:3:forces:R:3
H -3.344 -4.452 -0.036 0.018 -0.075 0.092
H 2.758 1.072 3.860 0.037 -0.034 0.114
H -6.584 -1.089 -3.971 -0.103 -0.058 0.048
O 2.948 5.309 2.429 -0.231 -0.492 0.127
C 1.360 2.259 1.038 0.017 -0.137 0.023
O 1.239 -0.756 2.990 0.026 -0.048 0.244
C 0.565 -1.887 0.533 0.288 -0.029 0.185
C -5.047 -3.120 -2.633 0.049 0.217 -0.162
C -4.180 -2.080 -2.962 0.298 -0.355 0.506
H 2.706 -1.543 -1.210 0.068 0.103 -0.075
C 0.576 4.095 -0.925 -0.124 -0.050 -0.180
C 2.505 4.044 2.194 0.122 0.091 0.146
C -5.804 -1.185 -4.721 0.136 0.248 -0.153
C 1.622 -2.918 0.061 -0.172 -0.038 -0.114
C -3.576 -3.787 -0.856 0.008 0.076 -0.075
C -4.440 -1.127 -4.076 -0.287 0.072 -0.247
H -5.928 -2.136 -5.236 -0.078 -0.112 -0.013
H -2.346 -1.095 -2.501 -0.006 -0.019 0.009
H 0.161 -2.214 1.499 0.011 0.025 -0.166
C 1.356 -0.077 1.985 0.047 -0.151 -0.132
C -2.701 -2.748 -1.173 -0.324 0.020 -0.316
N -1.545 -2.616 -0.398 -0.038 -0.261 0.241
N 1.170 -0.596 0.746 -0.146 -0.016 -0.413
H 1.182 0.000 -0.069 0.025 0.030 0.150
O -0.532 -0.770 -1.281 -0.023 0.180 -0.284
C 2.908 6.298 1.426 0.026 0.457 -0.290
C -0.556 -1.688 -0.490 0.170 -0.150 0.536
H 0.728 1.934 0.229 -0.078 0.000 -0.107
C 1.050 -4.332 -0.009 0.193 0.186 0.026
H 1.885 6.607 1.199 0.137 -0.013 0.019
H -5.956 -3.282 -3.189 -0.105 0.011 -0.065
O -3.599 -0.340 -4.443 0.001 -0.008 0.036
H 0.580 -4.611 0.933 -0.098 -0.099 0.114
H -1.453 -3.302 0.339 0.090 0.182 -0.098
O 1.326 4.526 0.185 0.222 -0.076 0.498
C 2.494 1.795 3.106 -0.006 -0.110 -0.014
H 4.639 1.983 4.919 -0.039 0.026 0.013
C 2.877 3.121 3.196 -0.009 0.196 -0.131
H 3.395 5.964 0.508 -0.028 0.024 0.058
O 3.619 3.647 4.209 -0.207 0.088 -0.387
C -3.007 -1.903 -2.231 0.037 0.151 -0.110
H 1.464 -2.470 -2.054 -0.054 -0.002 -0.140
C 1.750 1.355 2.017 0.062 0.520 0.181
H 4.545 3.424 5.963 -0.031 -0.084 -0.021
H 2.410 -2.902 0.821 -0.113 0.060 0.007
C 1.720 3.600 1.119 0.079 0.166 -0.036
H -0.393 3.683 -0.627 0.046 -0.007 -0.010
H 1.120 3.356 -1.521 -0.025 0.007 0.036
H 1.852 -5.040 -0.203 0.027 -0.106 -0.015
H 2.978 -3.244 -1.583 0.083 -0.043 -0.057
H -5.891 -0.378 -5.444 0.028 -0.005 0.006
H 0.413 4.990 -1.525 -0.024 -0.097 -0.003
C -4.736 -3.968 -1.585 0.051 -0.067 0.099
H 0.324 -4.422 -0.815 -0.071 -0.074 -0.070
H 3.458 7.141 1.843 -0.024 -0.049 -0.052
C 2.228 -2.516 -1.281 -0.012 -0.047 0.253
H 3.119 2.373 5.771 0.033 0.006 -0.027
H -5.404 -4.777 -1.331 -0.042 -0.062 0.023
C 3.993 2.796 5.265 0.062 -0.167 0.172
```
Forces are in eV/Å.

For the LUMO energy, the calculation gives 0.2 eV. As for the HOMO energy: -7.9 eV. Its SMILES is COc1cc(C(=O)N[C@@H](C(=O)Nc2cccc(C(C)=O)c2)C(C)C)cc(OC)c1OC. The value obtained for the gap between HOMO and LUMO is 8.1 eV. The value obtained for the total energy is -39570.7437 eV. The calculation puts the strongest force on any atom at 0.69 eV Å⁻¹.

---

2.
This record from OMol25 describes a single C23H28N6O3S2 molecule. The level of theory is ωB97M-V/def2-TZVPD.

XYZ file:
```
62
Properties=species:S:1:pos:R:3:forces:R:3
H -2.441 0.550 -1.790 0.186 -0.204 -0.208
H 3.565 -1.524 2.041 0.081 -0.079 0.008
C 3.828 -1.213 -1.210 -0.097 0.205 0.150
H -2.868 3.881 0.786 -0.046 0.038 -0.057
H -4.583 -0.815 2.034 -0.085 0.034 0.036
H 3.994 2.183 2.501 0.019 0.117 -0.024
C -3.632 -1.170 1.666 0.000 0.000 0.045
H -3.143 1.811 2.110 0.165 0.067 0.119
C -2.341 -2.216 -0.049 0.087 0.283 0.802
H 0.931 1.091 2.118 0.074 0.006 0.063
H -0.254 -2.454 0.329 0.104 0.009 -0.034
C 3.385 0.222 -0.870 0.236 -0.026 -0.418
H 1.997 -1.401 1.229 -0.058 -0.128 -0.079
C 4.013 1.186 -1.894 -0.131 -0.171 0.139
O -0.731 -0.587 -4.232 -0.148 -0.049 -0.269
C -2.882 -2.608 -2.480 0.082 0.002 0.484
H -3.327 4.288 2.445 -0.088 0.077 0.067
C -3.567 -1.763 0.418 0.126 -0.171 -0.090
C 1.648 1.267 1.318 0.282 -0.110 0.079
S -4.071 -1.366 -2.770 -0.249 0.064 -0.311
H -3.653 0.431 -4.261 0.001 0.025 -0.027
C -0.288 0.869 -0.400 0.042 -0.074 -0.568
N -2.380 -3.417 -3.385 -0.957 0.636 -0.410
H 2.148 -0.987 2.939 -0.089 -0.044 0.144
C 1.896 0.337 -0.959 -0.410 0.053 0.119
O -1.169 1.878 1.522 0.290 0.020 -0.072
C -1.190 -2.086 0.720 -0.076 -0.036 -0.114
O -2.590 1.289 -0.112 -0.004 0.200 0.177
C -1.450 1.352 0.328 -0.225 -0.118 -0.228
C -2.542 3.867 1.823 0.187 -0.374 -0.030
N -2.229 -2.830 -1.303 -0.484 -0.153 -1.638
C 2.959 0.516 1.604 -0.192 0.057 0.407
N -1.632 0.250 -2.347 -0.125 0.295 0.200
H -1.645 4.475 1.919 0.045 0.092 0.030
H 4.561 0.609 3.060 0.135 -0.080 0.074
H 3.702 2.204 -1.675 -0.042 0.076 0.014
H -0.382 -1.392 2.566 0.118 0.014 0.057
C -1.714 -0.280 -3.595 -0.247 0.105 -0.134
H 4.912 -1.288 -1.158 0.138 -0.017 -0.033
H 5.097 1.135 -1.831 0.177 -0.014 -0.021
H 3.395 -1.933 -0.521 -0.048 -0.079 0.050
H -1.940 2.400 3.302 -0.041 -0.050 -0.110
C 3.679 1.181 2.781 -0.184 -0.081 -0.281
H 3.702 0.925 -2.901 0.041 -0.005 -0.198
H -4.457 -1.880 -0.180 -0.064 -0.038 0.041
S 1.040 -0.113 -2.408 0.300 0.165 0.571
H 4.748 0.298 0.643 0.003 0.010 -0.001
N -1.445 -4.119 -2.774 0.780 -0.732 -0.345
C -2.257 2.436 2.257 -0.534 0.235 0.125
H -3.119 -1.120 -4.983 0.097 0.147 0.081
C -3.131 -0.508 -4.082 -0.079 -0.324 0.059
C -1.272 -1.496 1.965 -0.048 -0.059 0.024
H -2.551 -0.583 3.417 -0.011 0.048 0.086
C -0.436 0.380 -1.689 0.150 0.121 0.216
H 1.853 2.340 1.280 -0.002 0.061 0.123
H 3.022 1.246 3.643 -0.060 -0.034 0.148
H 3.511 -1.469 -2.218 0.039 -0.114 -0.131
N 3.825 0.666 0.448 0.187 0.130 -0.002
C 2.646 -0.946 1.973 0.030 0.256 -0.068
C -2.491 -1.039 2.440 -0.060 0.000 0.058
N -1.335 -3.794 -1.556 0.456 -0.194 1.288
C 1.083 0.835 0.007 0.227 -0.093 -0.185
```
Forces are in eV/Å.

For the LUMO energy, the calculation gives 0.3 eV. As for the HOMO energy: -8.0 eV. Its SMILES is CCOC(=O)c1c(NC(=O)CSc2nnnn2-c2ccccc2)sc2c1CC(C)(C)NC2(C)C. The value obtained for the gap between HOMO and LUMO is 8.3 eV. The value obtained for the total energy is -61059.7143 eV. The calculation puts the strongest force on any atom at 1.71 eV Å⁻¹.

---

3.
This record from OMol25 describes a single C23H28N6O4 molecule. The level of theory is ωB97M-V/def2-TZVPD.

XYZ file:
```
61
Properties=species:S:1:pos:R:3:forces:R:3
C -2.885 1.616 -0.675 0.178 0.235 -0.048
C 5.522 0.793 0.715 0.178 -0.406 -0.318
H 4.642 -2.468 0.493 -0.020 -0.014 0.012
H -3.146 -4.550 2.406 0.034 -0.048 0.070
N 2.669 2.230 0.893 0.240 0.256 -0.319
H -4.585 -1.902 2.089 0.013 -0.053 0.024
C 0.271 1.776 0.824 -0.007 -0.006 0.016
C 6.738 -0.301 -1.053 -0.056 -0.317 -0.065
H 2.393 2.926 -1.566 0.094 0.024 -0.052
C -5.388 -2.151 0.085 -0.040 -0.116 0.241
C 0.314 2.620 -1.899 -0.038 0.034 -0.111
H -6.388 -1.822 0.376 -0.009 -0.022 -0.023
H 0.253 1.456 1.850 0.008 -0.017 0.086
H 0.351 2.941 -2.929 0.036 0.033 -0.087
H 6.956 1.765 -0.535 0.069 0.094 -0.034
O 5.776 -3.693 -1.205 -0.092 -0.233 0.022
H 4.127 -0.450 1.797 -0.074 -0.021 0.099
C -2.648 2.388 -3.054 -0.228 -0.003 -0.298
H -4.175 0.232 1.056 -0.129 0.010 0.004
H -3.455 -2.305 -1.642 0.103 0.030 -0.005
N -2.164 1.436 0.396 -0.377 -0.205 0.386
O 2.211 1.293 2.934 -0.166 -0.078 0.208
C 4.862 -0.401 1.011 0.025 0.406 0.145
H -2.805 -0.679 -1.368 0.047 -0.071 -0.091
H 4.750 1.262 3.234 -0.105 0.042 -0.133
C -2.580 -3.707 2.012 -0.037 0.016 -0.057
C -0.886 1.786 0.056 0.167 0.311 -0.888
H -3.011 1.483 -3.548 0.036 0.088 -0.028
H -4.865 2.277 -0.417 0.001 0.024 -0.075
H -1.607 -2.404 -0.036 0.024 0.057 0.015
H -2.393 -1.203 1.011 0.025 -0.064 0.002
N -2.157 2.088 -1.739 -0.096 -0.124 0.347
O 5.321 1.968 1.358 0.106 0.231 -0.117
H -5.485 -2.962 -0.642 -0.061 -0.040 0.073
H -1.840 2.809 -3.647 -0.055 -0.006 0.010
H -5.172 -3.541 1.721 -0.017 0.055 0.048
N -4.701 -1.059 -0.581 -0.157 0.007 -0.065
C -0.862 2.204 -1.297 0.362 -0.130 0.638
C -4.351 1.371 -0.751 -0.123 -0.148 0.211
C -4.634 -2.684 1.308 -0.171 -0.025 -0.216
H -1.619 -4.069 1.650 0.065 -0.040 0.059
C 1.440 2.194 0.212 -0.323 -0.089 0.033
H -5.831 0.335 0.417 0.072 0.016 0.031
C 5.143 -1.537 0.280 0.258 -0.247 -0.369
C 6.077 -1.489 -0.747 -0.319 1.053 0.744
N 6.364 -2.674 -1.504 0.103 -0.500 -0.309
H -2.399 -2.991 2.830 0.005 0.014 0.018
C 2.970 1.789 2.133 0.663 0.100 -0.105
H 4.576 2.998 2.903 -0.023 -0.161 -0.024
C 6.460 0.831 -0.326 -0.225 0.093 0.284
C 1.457 2.609 -1.129 0.003 -0.007 0.015
H -3.463 3.113 -3.004 0.067 -0.022 -0.066
N -3.309 -3.124 0.908 -0.050 0.015 -0.008
O 7.178 -2.587 -2.401 0.162 -0.035 -0.194
H 7.459 -0.290 -1.855 0.021 0.018 -0.016
H -4.654 1.164 -1.778 -0.071 0.034 0.003
C -4.782 0.200 0.142 -0.026 0.127 -0.131
H 3.437 2.618 0.358 -0.066 -0.137 0.209
C 4.458 1.997 2.477 -0.235 -0.068 0.362
C -2.576 -2.027 0.299 -0.042 0.079 -0.220
C -3.356 -1.499 -0.908 0.271 -0.050 0.058
```
Forces are in eV/Å.

For the LUMO energy, the calculation gives -0.4 eV. As for the HOMO energy: -8.0 eV. Its SMILES is CN1CCN(CCc2nc3cc(NC(=O)COc4ccc([N+](=O)[O-])cc4)ccc3n2C)CC1. The value obtained for the gap between HOMO and LUMO is 7.6 eV. The value obtained for the total energy is -41433.9998 eV. The calculation puts the strongest force on any atom at 1.33 eV Å⁻¹.